No. 1
DFT (the ωB97M-V functional and the def2-TZVPD basis) results for a 9-piece molecular cluster, C3H21NO10 overall at a distorted geometry.

Structure (XYZ):
```
35
Properties=species:S:1:pos:R:3:forces:R:3:mulliken_charge:R:1
C 1.429 -0.006 1.571 1.4 -1.2 -0.4 0.064
N 0.704 1.016 2.144 1.2 3.3 -1.7 0.128
C 0.795 2.375 1.708 1.1 -0.6 0.7 -0.861
C -0.143 2.786 0.525 -0.5 0.1 -0.3 0.097
O -0.972 2.075 0.067 0.4 0.2 0.0 -0.473
O 2.255 0.154 0.674 -1.1 0.7 1.1 -0.635
H 1.284 -1.003 2.012 -0.3 0.4 0.0 0.574
H -0.042 0.737 2.814 -0.4 -1.0 0.4 0.355
H 1.819 2.620 1.417 0.0 -0.1 -0.4 0.477
H 0.569 3.053 2.539 -0.4 -0.2 0.0 0.437
H -0.004 3.832 0.196 0.2 -0.1 0.1 0.400
H -1.250 -2.525 0.762 -0.2 0.1 0.0 0.445
H -2.218 -1.263 0.702 0.0 -0.6 0.2 0.422
O -1.843 -1.939 1.309 0.5 0.6 0.1 -0.763
H -1.362 -1.194 -3.052 -0.3 -0.3 0.2 0.281
H -2.324 -1.134 -1.861 0.1 -0.2 -0.4 0.418
O -2.062 -1.703 -2.608 0.5 0.2 0.1 -0.679
H 2.120 1.372 -0.571 0.5 0.4 -0.8 0.436
H 2.917 2.085 -1.728 -0.4 -0.1 0.2 0.311
O 2.024 1.943 -1.367 0.2 0.1 0.6 -0.669
H 1.042 0.334 -3.796 0.0 0.1 -0.1 0.281
H 1.009 0.880 -2.340 0.0 0.0 -0.6 0.368
O 0.628 0.205 -2.939 -0.2 -0.1 0.3 -0.637
H -1.052 -1.127 2.419 -0.5 -0.3 -0.4 0.415
H -1.051 -0.759 3.950 0.0 0.0 -0.1 0.297
O -0.613 -0.536 3.117 -1.2 -1.0 1.5 -0.621
H -3.507 0.420 -0.627 0.2 -0.1 0.0 0.294
H -1.994 0.678 -0.363 -0.4 -0.2 -0.2 0.547
O -2.649 -0.017 -0.529 -0.2 0.3 0.3 -0.783
H 2.074 -1.154 -0.607 0.1 -0.5 -0.6 0.361
H 1.350 -1.120 -1.989 0.1 -0.3 0.2 0.486
O 1.746 -1.727 -1.320 0.0 0.5 0.2 -0.812
H -0.891 -3.191 -1.166 0.4 -0.3 0.5 0.367
H 0.495 -2.811 -0.658 -0.1 -0.3 0.0 0.473
O -0.285 -3.354 -0.405 -0.5 0.6 -0.6 -0.802
```
Forces are in eV/Å.

Its charge is +1. For the energy relative to the best compared isomer or geometry (same formula, charge and spin), the calculation gives 0.000 eV. The expectation value of S² is 0.767. The spin multiplicity is 2. As for the HOMO energy (alpha / beta): -13.26 / -13.26 eV.


No. 2
DFT (the ωB97M-V functional and the def2-TZVPD basis) results for a 7-piece molecular cluster, C13H38F6N4O9S2 overall at a distorted geometry.

Structure (XYZ):
```
72
Properties=species:S:1:pos:R:3:forces:R:3:mulliken_charge:R:1
N -1.720 -0.149 0.847 0.2 0.0 -1.1 -0.384
H -2.446 -0.445 1.484 -0.2 -0.1 0.5 0.355
H -1.005 -0.850 0.718 0.5 -0.5 0.4 0.399
H -1.309 0.750 1.055 0.3 0.5 0.6 0.324
H -2.096 -0.050 -0.085 -0.8 0.1 -0.8 0.264
C -5.678 -1.145 -2.628 2.4 -1.3 -3.3 0.671
F -6.900 -0.916 -2.917 -2.2 0.1 -0.3 -0.208
F -5.295 -0.498 -1.627 0.8 2.6 4.2 -0.226
F -5.472 -2.434 -2.345 -0.3 -0.5 -0.5 -0.241
S -4.582 -0.524 -4.102 1.9 -3.5 -2.1 0.988
O -4.043 -1.759 -4.767 -1.1 2.5 2.4 -0.659
O -5.420 0.274 -4.948 -0.5 -0.1 0.9 -0.581
N -3.331 0.365 -3.312 -2.7 -1.8 -0.1 -0.321
S -2.768 1.247 -4.461 2.0 1.7 -2.4 0.893
O -1.443 1.723 -4.185 0.1 0.5 1.5 -0.685
O -2.825 0.695 -5.788 -1.0 0.2 0.2 -0.606
C -3.795 2.882 -4.440 1.0 -0.9 -0.7 0.655
F -3.654 3.426 -3.193 -0.4 0.0 -1.2 -0.247
F -3.178 3.684 -5.380 -1.3 -0.6 1.5 -0.232
F -5.101 2.727 -4.735 1.4 1.0 0.4 -0.192
C -6.199 -3.648 4.865 -1.1 -1.0 -1.6 -1.165
C -4.774 -3.263 4.652 1.3 -0.2 -0.1 0.608
C -3.912 -4.272 3.799 -1.1 1.0 0.8 -1.380
O -4.607 -2.018 4.006 0.1 0.7 -0.3 -0.523
H -6.360 -4.410 4.103 -0.8 -0.3 0.2 0.267
H -6.896 -2.848 4.618 0.0 0.1 0.2 0.360
H -6.425 -4.060 5.849 0.1 0.1 -0.1 0.312
H -4.471 -3.220 5.698 1.4 0.2 -0.1 0.154
H -4.230 -4.380 2.762 -1.0 -0.1 0.2 0.345
H -4.037 -5.209 4.342 0.8 -0.3 -0.4 0.375
H -2.911 -3.891 3.598 0.3 -0.3 1.1 0.342
H -5.132 -1.350 4.454 -0.1 0.1 0.1 0.311
O -1.072 -3.902 -1.578 0.1 0.2 0.4 -0.646
H -1.651 -3.444 -2.187 -0.2 0.1 -0.3 0.334
H -0.775 -4.672 -2.062 0.1 -0.2 -0.1 0.313
O -6.123 3.280 0.367 -0.1 -0.2 0.2 -0.617
H -5.776 4.137 0.614 0.0 0.3 0.0 0.322
H -5.442 2.894 -0.184 0.1 -0.1 -0.3 0.295
C 5.095 -2.635 -1.581 0.9 -0.2 -0.1 -1.434
C 6.235 -2.495 -0.538 -0.2 0.9 0.8 0.351
C 7.583 -3.014 -0.992 0.0 -0.2 0.6 -0.707
O 8.607 -2.823 0.050 -1.6 -0.3 -1.4 -0.303
C 9.883 -2.780 -0.546 -0.2 0.3 0.0 -0.687
N 6.323 -1.061 -0.175 -0.9 -0.4 -0.4 -0.627
H 4.307 -1.920 -1.344 -0.1 -0.4 0.2 0.385
H 4.743 -3.663 -1.656 -0.2 0.1 0.3 0.370
H 5.411 -2.395 -2.596 0.3 0.2 -0.1 0.339
H 5.945 -3.077 0.336 -0.1 0.2 0.3 0.323
H 7.775 -2.502 -1.935 0.8 0.4 0.0 0.362
H 7.470 -4.063 -1.264 0.4 -0.4 0.2 0.339
H 10.640 -2.635 0.225 -0.1 -0.1 0.1 0.253
H 9.902 -1.916 -1.210 0.3 0.0 -0.3 0.306
H 10.082 -3.696 -1.103 0.2 -0.1 -0.1 0.276
H 6.856 -0.783 0.636 0.3 -0.5 -0.2 0.236
H 6.623 -0.565 -1.003 0.2 0.4 0.2 0.219
C 2.619 3.342 3.032 0.8 0.6 -1.5 -1.330
C 1.680 4.291 2.277 1.7 -0.5 -0.4 0.293
C 2.200 4.588 0.823 -1.2 1.1 0.3 -0.706
O 1.200 5.407 0.221 -1.0 0.1 -0.6 -0.305
C 1.360 5.969 -1.101 0.5 -0.6 0.7 -0.747
N 0.377 3.665 2.321 -0.5 0.7 -0.2 -0.676
H 2.301 3.017 4.023 -0.1 0.3 -0.1 0.378
H 3.595 3.826 3.044 0.2 -0.1 0.5 0.355
H 2.748 2.485 2.371 -0.1 -0.4 0.3 0.317
H 1.636 5.246 2.801 0.2 0.3 -0.1 0.291
H 2.337 3.708 0.196 0.3 -0.3 0.3 0.362
H 3.062 5.255 0.867 0.7 -0.6 0.2 0.393
H 0.395 6.423 -1.324 0.4 0.3 0.0 0.241
H 1.607 5.288 -1.915 -0.4 -0.9 0.3 0.310
H 2.220 6.636 -1.150 -0.2 0.7 0.4 0.293
H 0.236 3.731 3.319 -0.7 -0.6 0.4 0.279
H -0.200 4.422 1.981 -0.9 -0.1 -0.5 0.276
```
Forces are in eV/Å.

For the energy relative to the best compared isomer or geometry (same formula, charge and spin), the calculation gives 2.691 eV. As for the HOMO energy: -9.05 eV.


No. 3
DFT (the ωB97M-V functional and the def2-TZVPD basis) results for an isolated ion of composition C12H24N and charge +1 at a distorted geometry.

Structure (XYZ):
```
37
Properties=species:S:1:pos:R:3:forces:R:3:mulliken_charge:R:1
C -0.339 -3.665 0.443 -0.3 -0.4 0.1 -1.196
C 0.594 -2.649 0.040 0.6 0.7 -0.2 0.329
C 1.339 -1.770 -0.300 -0.2 -0.4 0.2 -0.334
C 2.315 -0.794 -0.745 0.1 -0.7 -0.4 -0.266
N 2.214 0.550 -0.081 0.0 0.0 0.0 0.118
C 2.023 0.377 1.368 -0.2 -0.1 0.9 -0.926
C 3.487 1.261 -0.312 0.8 0.4 -0.1 -0.938
C 1.121 1.379 -0.681 -0.8 0.4 -0.5 -1.108
C -0.307 0.852 -0.503 0.0 0.1 0.3 0.370
C -1.082 1.548 0.619 -0.1 -0.3 0.0 -0.734
C -2.402 0.847 0.952 0.0 0.3 -0.1 -0.759
C -3.412 0.808 -0.203 0.0 -0.2 0.1 -0.539
C -3.412 -0.510 -0.971 -0.1 0.2 0.0 -1.101
H -0.074 -4.608 -0.033 -0.1 -0.1 0.0 0.338
H -1.349 -3.390 0.142 -0.1 -0.1 0.0 0.280
H -0.308 -3.797 1.524 -0.1 -0.1 0.0 0.344
H 3.313 -1.193 -0.536 0.0 0.2 0.0 0.438
H 2.223 -0.649 -1.826 0.1 0.2 0.1 0.331
H 1.092 -0.149 1.563 0.1 0.1 -0.1 0.386
H 2.002 1.349 1.858 0.0 0.1 -0.1 0.394
H 2.842 -0.210 1.780 0.0 0.0 -0.1 0.340
H 3.445 2.259 0.121 -0.2 -0.1 0.0 0.401
H 4.311 0.720 0.150 -0.1 -0.1 0.0 0.409
H 3.683 1.353 -1.379 -0.1 -0.1 0.0 0.393
H 1.351 1.471 -1.745 0.2 0.0 0.1 0.396
H 1.188 2.376 -0.239 0.2 -0.1 0.0 0.494
H -0.843 1.018 -1.437 0.1 -0.1 -0.1 0.476
H -0.296 -0.222 -0.329 -0.1 0.1 -0.1 -0.350
H -1.292 2.578 0.323 0.1 0.1 0.0 0.331
H -0.484 1.586 1.531 0.1 0.1 0.0 0.377
H -2.195 -0.172 1.286 0.0 -0.1 0.1 0.359
H -2.844 1.380 1.795 0.0 -0.1 0.1 0.364
H -4.414 0.956 0.202 0.0 0.1 0.0 0.359
H -3.220 1.636 -0.887 -0.1 0.1 0.0 0.320
H -4.161 -0.480 -1.759 0.0 -0.1 -0.1 0.366
H -3.661 -1.332 -0.304 0.0 -0.1 0.0 0.303
H -2.448 -0.717 -1.429 0.1 -0.1 -0.1 0.236
```
Forces are in eV/Å.

Its charge is +1. The SMILES is CC#CC[N+](C)(C)CCCCCC. For the energy relative to the best compared isomer or geometry (same formula, charge and spin), the calculation gives 0.317 eV. As for the HOMO energy: -13.38 eV.


No. 4
DFT (the ωB97M-V functional and the def2-TZVPD basis) results for a 8-piece molecular cluster, C56H56BrFN2O18P3 overall at a distorted geometry.

Structure (XYZ):
```
137
Properties=species:S:1:pos:R:3:forces:R:3:mulliken_charge:R:1
C -3.328 0.194 -0.239 0.3 -0.2 0.1 -1.520
C -2.835 -0.904 -1.186 -0.7 0.5 0.3 0.270
C -1.989 -1.931 -0.452 0.3 0.3 -0.3 -0.113
F -2.164 -1.918 0.903 -0.3 -0.1 0.2 -0.427
N -2.168 -3.315 -0.887 0.2 -0.7 -0.5 0.364
C -3.331 -4.064 -1.104 -0.4 0.3 -0.1 0.274
P -5.101 -3.585 -0.865 -1.3 -1.6 0.1 -0.196
C -5.546 -2.858 -2.485 1.0 0.5 0.1 -0.896
O -5.151 -2.321 0.157 0.6 0.4 -0.2 -0.351
C -2.964 -5.333 -1.478 0.9 0.7 -0.1 -0.071
P -4.155 -6.711 -1.832 -0.7 -0.2 0.8 0.111
O -5.136 -5.965 -2.882 0.5 0.2 -0.1 -0.281
Br -3.045 -8.063 -3.230 0.2 0.2 -0.2 -0.207
N -1.533 -5.341 -1.445 -0.7 -0.4 -0.9 0.218
P -0.421 -6.685 -1.705 0.9 -0.3 1.3 0.268
O 0.742 -6.525 -0.832 0.3 0.2 -0.2 -0.558
C -1.114 -4.110 -1.124 0.2 0.4 0.6 0.365
O 0.121 -3.701 -1.016 -0.3 0.0 -0.3 -0.409
C 0.693 -3.364 -2.337 0.5 -0.3 -0.6 -0.559
C 2.166 -2.967 -2.235 0.2 0.4 0.6 0.807
C 2.679 -2.992 -0.794 0.3 -0.2 0.0 -1.952
C 3.041 -3.744 -3.222 -0.6 -0.3 -0.3 -1.810
C 3.147 -5.247 -2.988 0.2 -0.3 0.1 2.635
C 3.548 -5.987 -4.263 -0.2 0.0 0.3 -1.911
C 4.096 -5.637 -1.832 -0.8 0.1 -0.2 -1.333
H -2.458 0.708 0.159 0.0 0.3 0.1 0.372
H -3.897 -0.207 0.588 -0.1 -0.1 0.1 0.313
H -3.950 0.913 -0.758 0.1 0.1 -0.2 0.500
H -3.680 -1.337 -1.708 0.0 -0.2 0.1 -0.496
H -2.234 -0.394 -1.932 0.3 -0.3 -0.3 0.503
H -0.944 -1.706 -0.633 0.2 -0.1 0.1 0.652
H -4.624 -2.530 -2.961 -0.1 0.1 -0.4 0.355
H -6.195 -1.993 -2.383 -0.2 0.0 0.2 0.493
H -6.005 -3.593 -3.128 -0.2 -0.3 0.1 0.163
H -5.284 -2.650 1.052 -0.1 0.1 0.1 0.352
H -4.616 -5.549 -3.589 -0.4 0.1 -0.2 0.337
H -1.195 -7.770 -1.300 -0.3 0.1 -0.4 0.128
H -0.136 -6.719 -3.078 -0.5 0.0 0.0 0.195
H 0.106 -2.585 -2.814 -0.2 0.2 0.3 0.364
H 0.598 -4.250 -2.967 -0.1 -0.2 0.0 0.488
H 2.217 -1.930 -2.559 0.0 0.2 -0.1 0.263
H 2.432 -3.916 -0.284 -0.1 -0.1 0.1 0.339
H 2.317 -2.155 -0.206 -0.2 0.1 0.1 0.490
H 3.764 -2.933 -0.803 0.1 0.1 0.0 0.446
H 2.574 -3.598 -4.200 0.1 0.1 -0.2 0.354
H 4.026 -3.286 -3.275 0.2 0.0 0.1 0.524
H 2.156 -5.617 -2.719 -0.2 0.0 0.1 -1.004
H 3.506 -7.059 -4.082 0.1 -0.2 0.0 0.470
H 2.854 -5.782 -5.076 0.1 0.2 -0.2 0.427
H 4.570 -5.733 -4.531 0.1 0.1 -0.3 0.407
H 3.493 -5.892 -0.963 0.1 0.0 0.2 0.245
H 4.744 -4.807 -1.580 0.4 -0.1 0.1 0.081
H 4.654 -6.525 -2.107 0.3 0.0 0.1 0.514
C -5.798 3.190 2.763 0.0 0.0 0.0 -0.441
C -5.182 3.018 1.598 0.0 0.0 0.0 -0.206
C -3.890 3.687 1.302 0.0 0.1 0.0 0.466
O -3.329 3.530 0.237 0.0 -0.1 0.0 -0.565
C -3.311 4.556 2.356 0.0 0.0 0.0 -0.449
C -3.927 4.728 3.523 0.1 0.0 0.0 -0.194
C -5.217 4.059 3.820 0.0 0.0 0.0 0.303
O -5.778 4.214 4.882 0.0 0.0 0.0 -0.545
H -6.741 2.713 3.000 0.0 0.0 0.0 0.423
H -5.589 2.390 0.815 0.0 0.0 0.0 0.400
H -2.370 5.035 2.121 0.0 0.0 0.0 0.434
H -3.521 5.358 4.304 0.0 0.0 0.0 0.391
C -9.838 -2.843 -6.206 0.0 0.0 0.0 -0.320
C -8.710 -3.538 -6.084 0.0 0.0 0.0 -0.385
C -7.387 -2.872 -6.141 0.0 0.0 0.0 0.478
O -6.356 -3.506 -6.027 0.0 0.0 0.1 -0.591
C -7.366 -1.402 -6.338 0.0 0.0 0.0 -0.365
C -8.492 -0.705 -6.460 0.1 0.0 0.0 -0.324
C -9.820 -1.371 -6.403 0.0 0.0 0.0 0.334
O -10.844 -0.737 -6.510 0.0 0.0 0.0 -0.519
H -10.815 -3.309 -6.168 0.0 0.0 0.0 0.413
H -8.702 -4.611 -5.940 0.0 0.0 0.0 0.431
H -6.388 -0.938 -6.377 0.0 0.0 0.0 0.438
H -8.499 0.368 -6.605 0.0 0.0 0.0 0.418
C 10.057 -4.471 -1.411 0.0 0.0 0.0 -0.450
C 8.901 -3.891 -1.720 0.0 0.0 0.0 -0.407
C 7.729 -3.980 -0.815 0.0 0.0 0.0 0.405
O 6.673 -3.453 -1.098 0.0 0.0 0.0 -0.523
C 7.893 -4.739 0.450 0.0 0.0 0.0 -0.356
C 9.049 -5.320 0.760 0.0 0.0 0.0 -0.317
C 10.221 -5.231 -0.146 0.0 0.0 0.0 0.444
O 11.275 -5.757 0.137 0.0 0.0 0.0 -0.542
H 10.924 -4.419 -2.056 0.0 0.0 0.0 0.425
H 8.759 -3.331 -2.636 0.0 0.0 0.0 0.436
H 7.026 -4.790 1.095 0.0 0.0 0.0 0.434
H 9.190 -5.878 1.677 0.0 0.0 0.0 0.422
C -5.820 8.146 6.930 0.0 0.0 0.0 -0.444
C -5.204 7.973 5.765 0.0 0.0 0.0 -0.201
C -3.912 8.641 5.468 0.0 0.0 0.0 0.357
O -3.353 8.481 4.402 0.0 -0.1 0.0 -0.563
C -3.331 9.510 6.520 0.0 0.0 0.0 -0.491
C -3.946 9.683 7.687 0.1 0.1 0.0 -0.289
C -5.238 9.015 7.984 0.0 0.0 0.0 0.387
O -5.797 9.177 9.047 0.0 0.1 0.0 -0.561
H -6.762 7.669 7.167 0.0 0.0 0.0 0.433
H -5.610 7.343 4.984 0.0 0.0 0.0 0.390
H -2.389 9.989 6.284 0.0 0.0 0.0 0.446
H -3.539 10.313 8.469 0.0 0.0 0.0 0.545
C 3.021 0.071 -7.250 0.0 0.0 0.0 -0.405
C 2.311 -0.899 -6.680 0.0 0.0 0.0 -0.333
C 1.623 -0.687 -5.386 0.0 0.0 0.0 0.512
O 0.977 -1.578 -4.865 -0.1 0.0 0.0 -0.497
C 1.751 0.643 -4.746 0.0 0.0 0.0 -0.280
C 2.460 1.615 -5.312 0.0 0.0 0.0 -0.456
C 3.152 1.407 -6.612 0.0 0.0 0.0 0.281
O 3.795 2.290 -7.128 0.0 0.0 0.0 -0.520
H 3.532 -0.061 -8.194 0.0 0.0 0.0 0.419
H 2.202 -1.879 -7.127 0.0 0.0 0.0 0.433
H 1.240 0.774 -3.800 0.0 0.0 0.0 0.430
H 2.568 2.594 -4.862 0.0 0.0 0.0 0.418
C -6.437 13.482 8.986 0.0 0.0 0.0 -0.392
C -5.300 12.828 9.207 0.0 -0.1 0.0 -0.283
C -3.986 13.502 9.088 0.0 0.0 0.0 0.347
O -2.952 12.897 9.283 0.0 0.0 -0.1 -0.557
C -3.982 14.939 8.716 0.0 0.0 0.0 -0.358
C -5.117 15.596 8.496 0.0 0.0 0.0 -0.385
C -6.436 14.920 8.614 0.0 0.0 0.0 0.371
O -7.469 15.519 8.414 0.0 0.0 0.0 -0.533
H -7.406 13.007 9.066 0.0 0.0 0.0 0.440
H -5.278 11.780 9.483 0.0 0.0 0.0 0.523
H -3.011 15.411 8.634 0.0 0.0 0.0 0.414
H -5.139 16.643 8.223 0.0 0.0 0.0 0.406
C 13.004 -4.554 2.647 0.0 0.0 0.0 -0.303
C 13.758 -4.455 1.556 0.0 0.0 0.0 -0.373
C 14.974 -3.603 1.536 0.0 0.0 0.0 0.335
O 15.660 -3.508 0.542 0.0 0.0 0.0 -0.538
C 15.317 -2.868 2.781 0.0 0.0 0.0 -0.382
C 14.561 -2.968 3.871 0.0 0.0 0.0 -0.350
C 13.345 -3.819 3.890 0.0 0.0 0.0 0.344
O 12.656 -3.911 4.884 0.0 0.0 0.0 -0.544
H 12.115 -5.170 2.679 0.0 0.0 0.0 0.473
H 13.523 -4.984 0.642 0.0 0.0 0.0 0.521
H 16.207 -2.253 2.745 0.0 0.0 0.0 0.412
H 14.792 -2.440 4.788 0.0 0.0 0.0 0.409
```
Forces are in eV/Å.

Its charge is +1. As for the HOMO energy: -11.06 eV.


| no. | energy (eV) |
| --- | --- |
| 1 | -25408.4434 |
| 2 | -76454.0210 |
| 3 | -14315.5207 |
| 4 | -199429.1993 |